No. 1
{"formula": "C3H8NOSe", "method": "ωB97M-V/def2-TZVPD", "species": ["C", "C", "C", "N", "O", "Se", "H", "H", "H", "H", "H", "H", "H", "H"], "positions_angstrom": [[1.51866, 0.59410, -0.76629], [2.78926, 1.12395, -1.28189], [-3.24864, -1.66218, 1.59355], [0.34932, 1.06105, -0.97378], [-3.40681, -2.33658, 2.71762], [-1.71650, -0.93494, 1.17635], [1.53979, -0.30567, -0.23919], [3.60047, 0.36877, -1.40340], [2.67451, 1.64714, -2.28711], [2.95442, 1.73826, -0.41297], [-4.10004, -1.43605, 0.92136], [0.22052, 2.06944, -1.38342], [-0.52870, 0.59921, -0.83900], [-2.64625, -2.52649, 3.17818]], "forces_ev_per_angstrom": [[-0.336, -0.641, -1.794], [-0.460, -0.017, -1.285], [0.185, 0.257, 0.527], [0.167, 4.037, -1.624], [-4.508, 0.609, -2.804], [1.126, 0.384, -0.417], [0.000, -1.567, 0.904], [-0.856, 0.426, 0.519], [0.073, -0.166, 1.664], [1.317, 1.166, 0.121], [0.035, -0.807, 1.098], [0.486, -2.577, 0.559], [-0.526, -0.739, 1.014], [3.297, -0.364, 1.515]], "multiplicity": 1, "homo_lumo_gap_ev": 7.38, "e_homo_ev": -12.1, "total_charge": 1}


No. 2
{"formula": "C12H18ClN2", "method": "ωB97M-V/def2-TZVPD", "species": ["C", "C", "C", "C", "C", "C", "C", "C", "C", "C", "C", "C", "N", "N", "Cl", "H", "H", "H", "H", "H", "H", "H", "H", "H", "H", "H", "H", "H", "H", "H", "H", "H", "H"], "positions_angstrom": [[1.72616, 2.06475, -2.18994], [2.22483, 2.90379, -1.22739], [1.61088, 0.69297, -1.89188], [2.83548, 2.42001, -0.08678], [2.23219, 0.19931, -0.73307], [2.84750, 1.04342, 0.16874], [-2.05332, 0.42379, -0.94832], [-1.87312, -1.26252, 0.79858], [-2.94859, 1.41002, -1.11207], [-0.81451, -2.35533, 0.43360], [0.07373, 0.38657, 2.21992], [-0.65016, 0.74298, 0.98769], [-1.51390, 0.00498, 0.34281], [-0.75053, -2.61083, -1.00317], [-0.34804, 2.29979, 0.40417], [1.27817, 2.61123, -3.07012], [2.30648, 3.90886, -1.52427], [1.10019, -0.07663, -2.56052], [3.12060, 3.10874, 0.72850], [2.04853, -0.95665, -0.47017], [-1.69239, -0.24714, -1.74533], [3.33574, 0.49533, 0.90541], [-2.94929, -1.46426, 0.42821], [-2.04721, -1.25343, 1.89454], [-3.35980, 1.85146, -0.25176], [-3.48835, 1.61341, -2.03383], [0.11289, -1.89608, 0.71658], [-0.98099, -3.14442, 1.07187], [-0.27027, 1.09462, 2.94196], [-0.34475, -0.62336, 2.47600], [1.15225, 0.59862, 2.26581], [-1.36775, -3.25044, -1.54307], [0.28349, -2.77630, -1.25981]], "forces_ev_per_angstrom": [[-1.556, -0.418, -0.786], [1.260, -0.596, -0.225], [-0.156, -0.919, -0.941], [-0.125, -0.165, 1.785], [-1.834, -2.280, -0.460], [-0.562, 0.462, -1.774], [-0.835, 0.274, -1.241], [-2.513, -3.241, 0.820], [0.495, -2.145, -0.023], [-1.356, 2.120, -1.825], [-1.281, -1.327, 0.226], [0.239, 0.933, -1.130], [1.054, 3.085, -0.408], [2.546, -0.118, -0.966], [0.001, 0.042, 0.248], [0.528, -1.329, 0.737], [-0.088, 1.387, 0.270], [0.703, 1.425, 0.748], [0.346, -0.333, -0.772], [0.873, 2.687, -0.669], [-0.122, 0.465, 0.460], [0.926, 0.068, 1.896], [1.885, 0.023, 0.156], [0.351, 0.071, -0.522], [-0.252, 0.940, 1.011], [0.643, -0.107, -0.073], [0.726, -0.010, 0.053], [-0.423, -2.232, 1.265], [-0.645, 0.461, 0.836], [1.455, 0.898, 0.414], [-0.310, -0.734, -0.753], [0.597, 0.503, 1.399], [-2.569, 0.109, 0.243]], "multiplicity": 1, "homo_lumo_gap_ev": 8.40, "e_homo_ev": -12.4, "total_charge": 1}


No. 3
{"formula": "C40H42BrN6O4SSeW", "method": "ωB97M-V/def2-TZVPD", "species": ["W", "O", "C", "N", "C", "C", "C", "C", "C", "C", "N", "C", "O", "C", "C", "C", "C", "C", "N", "C", "C", "C", "C", "C", "N", "H", "H", "H", "H", "H", "H", "H", "H", "H", "H", "H", "H", "C", "C", "C", "C", "C", "C", "C", "Br", "C", "O", "C", "C", "C", "C", "C", "C", "H", "H", "H", "H", "H", "H", "H", "H", "H", "H", "H", "H", "H", "H", "H", "H", "H", "H", "H", "H", "Se", "N", "C", "C", "C", "C", "C", "C", "N", "H", "H", "H", "H", "C", "S", "C", "O", "H", "H", "H", "H", "H", "H"], "positions_angstrom": [[-0.12958, 1.56629, 0.72139], [-0.72561, 4.50911, 3.63077], [-0.67125, 3.53660, 2.90087], [0.19552, 3.26982, 1.89935], [1.16352, 4.17818, 1.38866], [1.66026, 5.28371, 2.06115], [2.61669, 6.07666, 1.43461], [3.06283, 5.77180, 0.16024], [2.57293, 4.66466, -0.52340], [1.62685, 3.86296, 0.09631], [1.00792, 2.72847, -0.47601], [1.07680, 2.31524, -1.75966], [1.86340, 2.66574, -2.61209], [0.02144, 1.20673, -2.10999], [0.76716, -0.12420, -2.37487], [-0.11101, -1.11947, -3.15520], [-1.64568, -2.29248, -2.01556], [-1.68449, -1.50998, -0.73445], [-0.99369, 0.93372, -1.09086], [-1.70097, 2.42240, 3.11531], [-2.43937, 2.38712, 4.28079], [-3.40201, 1.39433, 4.41702], [-3.60492, 0.48361, 3.38906], [-2.80394, 0.55719, 2.26054], [-1.86037, 1.50164, 2.14168], [1.29009, 5.53107, 3.04343], [3.00610, 6.94237, 1.95226], [3.80316, 6.40049, -0.31585], [2.91381, 4.42011, -1.51709], [1.70507, 0.08974, -2.90067], [0.09749, -1.04706, -4.21691], [-2.38658, -3.05540, -2.23051], [-1.72019, -1.82942, 0.29576], [-2.26039, 3.14274, 5.03192], [-3.99686, 1.33816, 5.31842], [-4.35813, -0.28785, 3.45539], [-2.90861, -0.13763, 1.43711], [1.08618, -3.67271, -4.51398], [-0.26070, -3.62282, -3.78506], [-0.57905, -5.01626, -3.22744], [-1.34485, -3.26432, -4.81046], [-0.18116, -2.58170, -2.62722], [-1.57632, -0.91710, -2.73480], [-1.51703, -0.31588, -1.35932], [-0.76295, 1.86995, -3.80654], [1.17920, -0.68507, -1.02529], [1.16551, 0.03299, 0.00763], [1.63521, -2.07088, -0.95254], [0.90860, -2.93369, -1.68605], [2.82981, -2.53767, -0.10888], [3.41817, -1.45583, 0.80031], [3.92235, -2.95992, -1.10459], [2.44778, -3.74335, 0.75561], [1.05612, -4.42581, -5.30229], [1.90498, -3.93453, -3.84093], [1.32947, -2.71828, -4.98368], [-0.81957, -5.69440, -4.04654], [-1.43597, -5.00336, -2.55184], [0.26437, -5.45656, -2.69504], [-1.34753, -4.01946, -5.59718], [-1.16363, -2.30316, -5.29151], [-2.34583, -3.24741, -4.38034], [-2.31909, -0.58288, -3.44882], [1.13431, -3.98782, -1.57333], [3.71048, -0.56346, 0.24599], [4.31466, -1.85767, 1.27476], [2.72692, -1.15647, 1.58513], [4.22854, -2.12210, -1.73334], [3.57164, -3.76097, -1.75666], [4.80082, -3.31909, -0.56667], [1.61719, -3.50494, 1.42111], [3.30023, -4.03549, 1.37089], [2.17176, -4.61180, 0.15691], [1.69769, 1.70191, 3.73878], [0.81181, 0.68935, 2.53528], [0.47804, -0.45292, 3.13403], [-0.14577, -1.57508, 2.51787], [-0.48016, -2.64082, 3.29082], [-0.20740, -2.68242, 4.69932], [0.44778, -1.66461, 5.30837], [0.82519, -0.52863, 4.52550], [1.51204, 0.50238, 4.99649], [-0.28839, -1.57598, 1.44671], [-0.93976, -3.50684, 2.83138], [-0.50215, -3.55762, 5.26096], [0.70737, -1.68035, 6.35695], [-3.22183, 3.86505, -1.87747], [-3.04286, 3.00845, -0.32491], [-3.97255, 4.13583, 0.71460], [-1.58849, 3.25823, 0.06415], [-2.76558, 4.84847, -1.77706], [-4.28298, 3.94481, -2.10913], [-2.70769, 3.27694, -2.63363], [-5.03269, 3.90711, 0.61452], [-3.76595, 5.16833, 0.43938], [-3.65364, 3.96112, 1.74012]], "forces_ev_per_angstrom": [[-1.187, 1.221, -0.603], [0.049, 0.006, -0.032], [-0.108, -0.010, 0.034], [0.096, -0.372, 0.094], [-0.096, -0.027, -0.054], [0.049, 0.033, -0.048], [-0.021, -0.007, 0.022], [0.027, 0.028, -0.011], [0.003, -0.026, 0.069], [-0.078, 0.048, -0.081], [-0.020, -0.389, 0.063], [0.089, -0.021, -0.108], [0.015, 0.041, 0.011], [0.198, -0.076, 0.061], [0.073, 0.055, 0.034], [0.006, -0.042, -0.021], [0.082, -0.044, -0.069], [-0.057, -0.019, 0.008], [0.299, 0.278, -0.064], [0.202, 0.016, -0.097], [-0.217, -0.073, -0.199], [0.003, -0.009, 0.011], [0.075, 0.029, -0.072], [0.054, 0.254, 0.233], [0.286, -0.319, 0.284], [-0.006, -0.006, 0.011], [0.009, 0.014, 0.004], [0.004, 0.002, -0.005], [-0.003, -0.002, -0.001], [-0.041, -0.038, -0.021], [0.019, 0.036, 0.004], [-0.037, 0.005, 0.018], [0.054, 0.003, 0.018], [0.003, 0.011, 0.003], [-0.021, -0.014, 0.014], [-0.020, 0.004, 0.033], [0.032, 0.006, -0.024], [0.003, -0.020, -0.016], [-0.016, -0.007, -0.013], [0.001, -0.020, 0.025], [-0.012, 0.000, -0.021], [-0.035, 0.040, 0.058], [-0.090, 0.070, -0.015], [-0.025, -0.004, 0.068], [-0.013, -0.028, -0.098], [0.080, 0.286, 0.230], [0.002, -0.713, -0.085], [-0.121, 0.101, -0.081], [0.106, -0.028, 0.068], [0.016, -0.022, 0.000], [0.016, 0.008, -0.010], [0.010, -0.023, -0.008], [0.011, -0.043, 0.041], [-0.008, -0.012, -0.016], [0.006, -0.010, 0.015], [0.001, 0.023, 0.004], [0.012, 0.003, -0.019], [-0.017, 0.007, -0.007], [0.014, 0.001, 0.021], [0.017, -0.002, -0.012], [-0.005, 0.020, -0.003], [-0.007, -0.005, 0.026], [0.009, -0.001, -0.032], [0.009, -0.019, -0.006], [-0.005, 0.019, -0.022], [0.002, 0.000, -0.004], [-0.046, 0.010, 0.045], [0.002, 0.018, -0.005], [0.003, -0.011, -0.009], [0.009, -0.005, 0.012], [0.000, 0.017, 0.012], [0.012, -0.003, -0.001], [-0.018, 0.007, -0.012], [-0.062, -0.150, 0.045], [-0.156, 0.050, 0.101], [0.039, -0.229, -0.054], [-0.030, 0.063, -0.033], [0.054, 0.041, 0.052], [0.043, 0.110, -0.077], [-0.025, -0.041, -0.080], [0.293, 0.134, 0.050], [-0.031, -0.027, 0.029], [0.005, 0.019, 0.071], [-0.013, -0.002, -0.018], [0.001, -0.004, 0.018], [0.004, -0.012, 0.022], [-0.061, -0.034, 0.047], [0.008, -0.051, -0.091], [0.063, 0.012, -0.015], [0.149, -0.111, 0.272], [0.014, 0.013, 0.010], [-0.035, -0.004, -0.011], [-0.013, 0.015, 0.025], [-0.012, 0.020, -0.042], [0.041, -0.006, 0.000], [-0.017, -0.053, 0.033]], "multiplicity": 3, "homo_lumo_gap_ev": [5.50, 5.99], "e_homo_ev": [-9.6, -10.2], "total_charge": 1}


The calculation returns the following max |F| values, one per record and in order: 5.344; 4.182; 1.807 eV Å⁻¹.
The calculation returns the following energy above the lowest of the compared OMol25 structures with the same formula, charge and spin values, one per record and in order: 159.9; 140.9; 0.0 kJ/mol.